Model P:
Here is a molecular structure, C38H33AsF6N4O6SY from the Open Molecules 2025 dataset. Energies are from ωB97M-V/def2-TZVPD.

Structure (ORCA input):
```
! wB97M-V def2-TZVPD RIJCOSX def2/J DEFGRID3
* xyz -2 2
Y 0.95 0.42 0.74
O 0.94 -0.07 2.91
C 0.86 0.47 4.07
C 1.43 -0.16 5.21
C 1.31 0.39 6.47
C 0.61 1.59 6.68
C 0.06 2.22 5.59
C 0.18 1.70 4.29
C -0.41 2.47 3.21
N -0.26 2.29 1.96
C -1.02 3.24 1.11
C -1.04 2.76 -0.34
N 0.31 2.43 -0.70
C 0.78 2.88 -1.80
C 2.14 2.72 -2.24
C 2.52 3.27 -3.47
C 3.82 3.23 -3.92
C 4.78 2.63 -3.08
C 4.45 2.08 -1.87
C 3.09 2.08 -1.40
O 2.79 1.53 -0.29
H 1.97 -1.08 5.05
H 1.78 -0.11 7.31
H 0.52 2.01 7.67
H -0.48 3.16 5.71
H -1.06 3.29 3.55
H -0.53 4.21 1.15
H -2.05 3.34 1.47
H -1.49 3.54 -0.97
H -1.67 1.87 -0.43
H 0.13 3.48 -2.44
H 1.75 3.73 -4.09
H 4.10 3.65 -4.88
H 5.82 2.60 -3.40
H 5.19 1.62 -1.23
C -7.76 -3.71 2.53
C -6.67 -2.78 2.08
C -6.56 -1.49 2.61
C -5.57 -0.62 2.18
C -4.68 -1.04 1.21
C -4.76 -2.32 0.67
C -5.75 -3.17 1.11
S -3.45 0.09 0.62
O -4.00 1.41 0.75
O -3.05 -0.38 -0.68
N -2.15 0.04 1.62
C -1.91 -1.16 2.27
C -1.06 -2.22 1.23
O -1.65 -3.28 1.11
O -0.01 -1.75 0.81
H -8.15 -3.42 3.51
H -7.39 -4.74 2.61
H -8.59 -3.71 1.83
H -7.26 -1.17 3.38
H -5.50 0.38 2.58
H -4.03 -2.63 -0.07
H -5.81 -4.18 0.70
H -2.80 -1.72 2.57
H -1.20 -1.04 3.09
F 2.85 -1.03 0.75
As 4.10 -0.49 1.93
F 3.16 0.97 2.21
F 5.02 0.37 0.77
F 5.18 -0.02 3.18
F 5.03 -1.88 1.52
F 3.26 -1.45 3.10
N 0.95 -0.32 -1.37
C 1.28 -0.73 -2.50
C 0.52 -0.25 -3.73
C 1.14 -0.04 -4.96
C 0.42 0.47 -6.04
C -0.93 0.75 -5.91
C -1.55 0.55 -4.68
C -0.83 0.06 -3.60
C 2.44 -1.68 -2.75
C 2.27 -2.79 -3.57
C 3.31 -3.70 -3.76
C 4.54 -3.49 -3.13
C 4.71 -2.38 -2.31
C 3.66 -1.48 -2.12
H 2.20 -0.24 -5.06
H 0.92 0.64 -6.99
H -1.50 1.13 -6.75
H -2.61 0.78 -4.56
H -1.29 -0.07 -2.63
H 1.32 -2.96 -4.06
H 3.17 -4.57 -4.39
H 5.35 -4.19 -3.27
H 5.64 -2.21 -1.80
H 3.78 -0.63 -1.47
*
```

The value obtained for the LUMO energy (alpha / beta) is 0.1346 / 0.1107 Ha. The expectation value of S² is 0.76. The value obtained for the highest occupied orbital energy (alpha / beta) is -1.9 / -1.9 eV. As for the frontier orbital gap (alpha / beta): 5.59 / 4.92 eV.

Model Q:
Here is a molecular structure, C38H33AsF6N4O6SY from the Open Molecules 2025 dataset. Energies are from ωB97M-V/def2-TZVPD.

Structure (ORCA input):
```
! wB97M-V def2-TZVPD RIJCOSX def2/J DEFGRID3
* xyz -2 2
Y -0.08 0.51 0.35
O 1.52 0.62 1.80
C 2.81 0.67 1.93
C 3.39 0.67 3.23
C 4.75 0.73 3.40
C 5.62 0.78 2.31
C 5.08 0.77 1.04
C 3.70 0.72 0.83
C 3.25 0.65 -0.55
N 2.05 0.53 -0.97
C 1.91 0.39 -2.42
C 0.42 0.36 -2.79
N -0.23 1.37 -1.97
C -0.65 2.45 -2.49
C -1.19 3.55 -1.74
C -1.84 4.58 -2.43
C -2.37 5.67 -1.78
C -2.23 5.74 -0.38
C -1.58 4.76 0.32
C -1.03 3.62 -0.32
O -0.40 2.72 0.35
H 2.71 0.62 4.07
H 5.15 0.72 4.41
H 6.69 0.81 2.45
H 5.73 0.78 0.18
H 4.07 0.68 -1.28
H 2.40 -0.53 -2.76
H 2.36 1.24 -2.94
H 0.51 -1.66 -2.21
H 0.31 0.59 -3.86
H -0.61 2.57 -3.58
H -1.94 4.49 -3.51
H -2.88 6.45 -2.32
H -2.65 6.58 0.15
H -1.49 4.80 1.40
C -7.98 -2.38 1.64
C -6.77 -1.51 1.83
C -6.77 -0.49 2.79
C -5.66 0.32 2.96
C -4.54 0.15 2.17
C -4.52 -0.86 1.22
C -5.63 -1.68 1.06
S -3.14 1.27 2.37
O -3.35 2.32 1.40
O -3.23 1.66 3.77
N -1.86 0.47 2.00
C -1.64 -0.81 2.67
C -1.49 -1.94 1.63
O -1.75 -3.09 1.94
O -1.03 -1.54 0.48
H -8.52 -2.53 2.58
H -7.69 -3.36 1.26
H -8.67 -1.94 0.92
H -7.64 -0.35 3.42
H -5.65 1.10 3.72
H -3.64 -1.03 0.63
H -5.59 -2.48 0.33
H -2.42 -1.08 3.39
H -0.70 -0.79 3.24
F 2.03 -2.32 -0.85
As 3.36 -3.27 -1.47
F 3.90 -3.61 0.14
F 4.35 -1.83 -1.52
F 4.68 -4.19 -2.13
F 2.83 -2.89 -3.11
F 2.36 -4.68 -1.49
N -0.15 -0.94 -2.47
C -1.34 -1.33 -3.06
C -1.51 -2.64 -3.60
C -2.78 -3.11 -3.99
C -2.95 -4.38 -4.50
C -1.87 -5.24 -4.64
C -0.61 -4.81 -4.24
C -0.42 -3.54 -3.73
C -2.43 -0.34 -3.05
C -2.97 0.17 -4.23
C -3.92 1.19 -4.19
C -4.34 1.70 -2.97
C -3.83 1.19 -1.78
C -2.89 0.17 -1.83
H -3.64 -2.47 -3.86
H -3.95 -4.71 -4.79
H -2.01 -6.24 -5.03
H 0.24 -5.47 -4.32
H 0.58 -3.25 -3.44
H -2.63 -0.22 -5.18
H -4.31 1.59 -5.11
H -5.05 2.52 -2.94
H -4.13 1.59 -0.82
H -2.50 -0.27 -0.92
*
```

The value obtained for the LUMO energy (alpha / beta) is 0.1517 / 0.1502 Ha. The expectation value of S² is 0.78. The value obtained for the highest occupied orbital energy (alpha / beta) is -2.0 / -3.3 eV. As for the frontier orbital gap (alpha / beta): 6.15 / 7.43 eV.

Most stable of them? model Q.

Model P:
Here is 11 unconnected molecules or ions with the total composition CH23O11 from the Open Molecules 2025 dataset. Energies are from ωB97M-V/def2-TZVPD.

Structure (ORCA input):
```
! wB97M-V def2-TZVPD RIJCOSX def2/J DEFGRID3
* xyz -1 1
C 15.09 -18.93 11.90
O 13.84 -19.23 11.41
H 15.85 -19.68 11.69
H 15.47 -17.97 11.53
H 15.01 -18.88 12.99
O 11.40 -19.38 9.99
H 12.26 -19.19 10.34
H 11.45 -20.30 9.72
O 18.32 -20.69 9.60
H 17.47 -21.08 9.78
H 18.12 -19.92 9.05
O 12.38 -20.44 13.92
H 12.88 -20.29 13.12
H 12.19 -21.38 13.91
O 12.74 -17.05 13.76
H 13.10 -17.85 13.39
H 12.81 -16.40 13.05
O 16.80 -18.23 15.01
H 16.19 -17.61 14.62
H 16.26 -18.79 15.56
O 14.33 -21.36 9.04
H 13.57 -21.37 8.46
H 14.10 -20.71 9.71
O 14.87 -15.97 10.21
H 15.19 -16.82 10.51
H 15.45 -15.33 10.61
O 18.18 -20.88 12.56
H 18.17 -21.28 11.69
H 18.38 -19.96 12.40
O 15.73 -21.77 14.04
H 16.58 -21.44 13.76
H 15.16 -21.01 14.05
O 16.34 -22.82 10.93
H 15.71 -23.52 10.79
H 15.95 -22.27 11.61
*
```

The value obtained for the LUMO energy is 0.1066 Ha. The value obtained for the highest occupied orbital energy is -4.6 eV. As for the frontier orbital gap: 7.55 eV.

Model Q:
Here is 11 unconnected molecules or ions with the total composition CH23O11 from the Open Molecules 2025 dataset. Energies are from ωB97M-V/def2-TZVPD.

Structure (ORCA input):
```
! wB97M-V def2-TZVPD RIJCOSX def2/J DEFGRID3
* xyz -1 1
C -26.54 10.88 29.53
O -26.51 10.15 30.71
H -26.38 11.96 29.99
H -27.49 10.66 29.06
H -25.77 10.74 28.72
O -25.03 11.12 26.07
H -24.68 10.47 26.67
H -25.45 10.42 25.53
O -23.49 9.55 30.02
H -23.23 8.72 30.40
H -24.42 9.65 29.94
O -25.57 8.56 32.53
H -25.92 9.05 31.87
H -26.23 8.10 33.07
O -28.58 9.12 31.82
H -27.93 9.55 31.36
H -28.78 9.23 32.61
O -29.80 10.67 27.47
H -29.47 9.72 27.69
H -29.05 11.29 27.61
O -24.63 8.52 26.94
H -24.20 7.52 26.73
H -25.02 8.50 27.84
O -26.95 7.66 29.45
H -27.92 7.75 29.02
H -26.73 8.52 29.88
O -27.86 12.56 27.45
H -27.07 12.14 27.86
H -27.51 12.82 26.56
O -22.19 10.73 27.98
H -22.86 10.26 28.40
H -22.32 11.68 28.22
O -27.71 11.93 32.35
H -27.28 11.28 31.81
H -27.26 12.10 33.05
*
```

The value obtained for the LUMO energy is 0.0996 Ha. The value obtained for the highest occupied orbital energy is -5.6 eV. As for the frontier orbital gap: 8.34 eV.

Most stable of them? model P.

Model P:
Here is a single C2H2OS molecule from the Open Molecules 2025 dataset. Energies are from ωB97M-V/def2-TZVPD.

Structure (ORCA input):
```
! wB97M-V def2-TZVPD RIJCOSX def2/J DEFGRID3
* xyz 0 1
C -0.51 -0.37 -0.65
C -0.47 0.16 0.53
O 2.05 0.85 -0.15
S 1.21 -0.31 0.14
H -1.13 -0.75 -1.49
H -1.15 0.43 1.62
*
```

The value obtained for the LUMO energy is 0.0155 Ha. The value obtained for the highest occupied orbital energy is -9.6 eV. As for the frontier orbital gap: 9.99 eV.

Model Q:
Here is a single C2H2OS molecule from the Open Molecules 2025 dataset. Energies are from ωB97M-V/def2-TZVPD.

Structure (ORCA input):
```
! wB97M-V def2-TZVPD RIJCOSX def2/J DEFGRID3
* xyz 0 1
C 0.16 0.72 0.32
C -0.32 -0.74 -0.30
H 1.26 1.08 0.26
H -1.13 -1.11 0.29
O -0.64 1.54 0.73
S 0.66 -1.49 -1.30
*
```

Its SMILES is O=CC=S. The value obtained for the LUMO energy is -0.0480 Ha. The value obtained for the highest occupied orbital energy is -9.3 eV. As for the frontier orbital gap: 7.99 eV.

Most stable of them? model Q.

Model P:
Here is 2 unconnected molecules or ions with the total composition F2H4SSi2 from the Open Molecules 2025 dataset. Energies are from ωB97M-V/def2-TZVPD.

Structure (ORCA input):
```
! wB97M-V def2-TZVPD RIJCOSX def2/J DEFGRID3
* xyz 0 1
F 0.20 1.22 0.17
F -1.16 2.13 2.04
Si 1.44 -1.30 -1.18
Si -1.21 1.01 0.91
S 0.11 -2.58 -0.47
H 2.82 -1.20 -0.72
H 1.22 -0.36 -2.27
H -1.18 -0.28 1.55
H -2.24 1.37 -0.03
*
```

Its SMILES is F[SiH2]F.[SiH2]=S. The value obtained for the LUMO energy is -0.0265 Ha. The value obtained for the highest occupied orbital energy is -9.4 eV. As for the frontier orbital gap: 8.64 eV.

Model Q:
Here is 2 unconnected molecules or ions with the total composition F2H4SSi2 from the Open Molecules 2025 dataset. Energies are from ωB97M-V/def2-TZVPD.

Structure (ORCA input):
```
! wB97M-V def2-TZVPD RIJCOSX def2/J DEFGRID3
* xyz 0 1
F -0.34 -1.26 -1.80
F -1.74 0.73 -1.58
Si -0.69 -0.10 1.23
Si -0.38 0.11 -1.00
S 2.78 1.20 -0.42
H -1.97 -0.85 1.45
H 0.42 -1.11 1.58
H -0.77 1.15 1.78
H 2.68 0.13 -1.23
*
```

The value obtained for the LUMO energy (alpha / beta) is -0.0672 / -0.0847 Ha. The value obtained for the highest occupied orbital energy (alpha / beta) is -9.4 / -8.6 eV. As for the frontier orbital gap (alpha / beta): 7.56 / 6.31 eV.

Most stable of them? model P.